(1)
ORCA calculation (ωB97M-V with the def2-TZVPD basis set) on 7 unconnected molecules or ions with the total composition C27H68O21S5 in a non-equilibrium geometry.

The structure (SMILES) is CCOS(C)(=O)=O.CCOS(C)(=O)=O.CCOS(C)(=O)=O.CCOS(C)(=O)=O.CCOS(C)(=O)=O.COCCOCCOC.COCCOCCOC. The value obtained for the energy is -4640.3095 hartree. For the orbital gap, the calculation gives 9.170 eV. The calculation puts the HOMO energy at -9.17 eV. The calculation puts the LUMO energy at 0.000 hartree. The calculation puts the energy relative to the best compared isomer or geometry (same formula, charge and spin) at 14.53 kcal per mole.

Structure (XYZ):
```
121
Properties=species:S:1:pos:R:3:forces:R:3
C 5.32213 14.14332 9.80546 -0.39 0.66 -0.51
C 5.64115 13.75397 11.22578 1.05 -0.52 -0.88
O 4.88873 14.45347 12.21288 -0.11 0.57 -0.03
S 3.36047 14.10195 12.43386 0.83 -0.60 0.20
C 3.55609 13.18046 13.90926 -0.37 -0.26 0.81
O 2.68985 15.30660 12.73325 -0.45 0.75 0.17
O 2.94100 13.26559 11.36312 -0.47 -0.48 -0.29
H 4.29500 13.86420 9.58544 0.05 0.08 -0.25
H 5.97806 13.69965 9.05433 0.05 -0.44 0.32
H 5.44920 15.21541 9.62856 -0.20 0.04 0.32
H 5.53277 12.66930 11.31538 -0.12 0.08 0.34
H 6.68038 14.01206 11.42683 -0.05 -0.05 0.31
H 2.60323 12.82074 14.29733 -0.14 0.10 -0.32
H 3.95946 13.86422 14.65287 0.18 -0.03 -0.06
H 4.20724 12.32386 13.76272 0.13 0.08 -0.18
C 5.46799 15.16571 3.48954 -0.21 -0.17 -0.84
C 3.95361 15.09609 3.38492 0.68 0.66 0.17
O 3.54851 13.73036 3.15791 0.02 0.29 0.38
S 2.21446 13.23744 3.85589 -0.04 -0.79 -2.10
C 0.98532 13.74667 2.69713 0.00 0.34 0.24
O 2.27979 11.81917 3.72413 0.12 -0.39 0.54
O 2.03229 13.89370 5.09055 -0.12 0.43 1.14
H 5.78372 14.47721 4.26845 0.24 0.28 0.20
H 5.74961 16.20259 3.66996 0.06 -0.08 0.40
H 5.97614 14.88505 2.56372 -0.18 -0.18 0.00
H 3.59156 15.48432 4.33705 -0.46 -0.34 -0.06
H 3.55087 15.71554 2.58144 0.06 -0.06 -0.08
H 0.02109 13.52160 3.14527 -0.06 0.05 -0.01
H 1.12331 13.17793 1.78473 0.07 -0.01 -0.05
H 1.08828 14.81553 2.52240 -0.12 0.03 -0.02
C 0.34210 4.93727 1.08629 0.57 -0.04 -0.12
C 0.14429 6.40792 0.76595 0.02 -0.33 0.33
O 1.13709 7.28806 1.36435 0.04 0.08 -0.39
S 1.63313 7.09407 2.85872 0.08 0.49 -0.89
C 2.01137 8.81072 3.20414 -0.28 -1.11 0.15
O 0.52218 6.63822 3.62328 -0.59 -0.25 0.77
O 2.83158 6.31543 2.82109 0.21 -0.06 0.36
H -0.09772 4.31078 0.31067 -0.33 0.09 0.11
H -0.04986 4.69786 2.06954 -0.07 -0.16 -0.04
H 1.40656 4.68971 1.06958 -0.01 0.09 0.08
H 0.26634 6.57629 -0.30039 -0.09 0.20 0.02
H -0.83542 6.73891 1.11323 0.02 0.10 -0.18
H 1.54977 9.34282 2.38427 0.41 0.43 -0.04
H 3.09190 8.82323 3.29418 0.06 0.54 -0.18
H 1.53566 9.07437 4.14262 0.07 0.01 0.08
C 7.50426 16.15822 -1.44522 -0.19 0.58 0.16
C 8.41119 14.98268 -1.54235 0.89 -0.39 -0.52
O 9.49685 15.15734 -0.59430 -0.18 0.29 0.42
S 10.05227 13.84436 0.09425 -0.91 0.43 0.24
C 8.68341 13.30664 1.11505 -0.04 0.54 -0.44
O 10.25316 12.90340 -0.94953 0.37 -0.80 -0.36
O 11.09553 14.25392 0.96820 0.29 0.16 -0.05
H 8.10228 17.06716 -1.36527 0.03 -0.02 -0.09
H 6.85893 16.13434 -0.56745 -0.11 -0.12 -0.06
H 6.91692 16.23475 -2.35904 -0.21 -0.02 0.11
H 7.93905 14.01032 -1.39888 -0.17 0.11 0.13
H 8.88462 14.94911 -2.52553 -0.05 -0.05 0.01
H 9.16318 13.06470 2.05504 -0.31 -0.50 0.10
H 8.13110 12.52860 0.59963 0.30 -0.45 0.31
H 7.96506 14.10923 1.27581 0.30 0.26 0.07
C 1.85700 10.77724 7.03821 0.77 1.35 -0.47
C 3.02971 9.90728 7.42625 -1.04 0.12 0.35
O 3.18907 8.95094 6.35408 0.44 -0.01 0.19
S 4.36112 7.86228 6.47838 -1.96 0.36 -1.25
C 3.36288 6.40930 6.39921 0.36 0.22 0.63
O 5.09184 7.99071 5.26143 0.73 -0.09 -0.09
O 4.95458 7.98986 7.75781 0.74 -0.01 0.74
H 1.65094 11.53383 7.79975 -0.18 -0.47 0.39
H 0.95717 10.25101 6.73821 -0.01 -0.20 0.16
H 2.19328 11.42734 6.22592 -0.26 -0.36 -0.33
H 3.92483 10.51579 7.53926 0.11 -0.12 0.04
H 2.78979 9.39599 8.36052 0.38 -0.21 -0.05
H 2.56243 6.58332 7.11406 0.02 -0.27 0.12
H 4.03488 5.61804 6.72546 -0.24 -0.28 -0.11
H 2.95245 6.25533 5.41061 0.19 -0.01 -0.24
C 8.39497 7.80204 6.59693 0.10 -1.09 -0.91
O 8.41992 6.37464 6.61495 -0.19 0.31 0.82
C 8.75832 5.66257 5.46112 -0.42 -0.13 -0.60
C 7.64047 5.64558 4.41061 0.16 -0.42 0.20
O 8.13751 4.99075 3.25748 0.48 0.15 0.23
C 7.13984 4.68192 2.32165 0.04 0.52 -0.66
C 7.69870 4.76671 0.90794 -0.41 -0.69 -0.06
O 6.65972 4.27156 0.06709 0.35 0.06 0.17
C 7.09642 4.03387 -1.25259 -0.69 0.42 0.11
H 7.65443 8.13500 5.86389 0.03 0.31 0.07
H 9.39293 8.16437 6.32259 -0.10 0.28 0.16
H 8.08939 8.10007 7.59351 0.11 0.16 0.05
H 8.84864 4.63742 5.81688 0.41 -0.06 -0.14
H 9.69369 5.98077 4.97620 -0.03 0.11 0.25
H 7.29218 6.64751 4.15576 -0.12 0.12 0.01
H 6.81146 5.05661 4.82619 -0.15 0.27 -0.03
H 6.34625 5.43226 2.35686 -0.33 -0.21 0.25
H 6.74975 3.67146 2.46838 -0.18 0.06 0.15
H 8.57296 4.10794 0.80651 0.10 0.27 0.05
H 7.93732 5.79550 0.63094 0.24 0.06 0.08
H 7.27605 4.97618 -1.78674 0.27 -0.03 0.08
H 6.24508 3.56374 -1.74406 0.25 -0.27 -0.14
H 7.99027 3.40691 -1.26468 -0.01 -0.09 -0.15
C 8.70229 9.69545 2.24530 -0.57 -0.05 -0.10
O 7.47319 9.10036 1.82571 0.46 0.03 -0.31
C 6.38148 9.34677 2.65884 -1.05 -0.19 -0.09
C 5.87048 10.75957 2.56613 -0.23 0.17 0.39
O 6.80106 11.71083 3.04680 -0.19 0.70 -1.00
C 7.07809 11.70681 4.39730 0.47 0.44 1.66
C 5.85793 11.79482 5.32163 -0.57 -0.88 -1.51
O 6.18965 12.28262 6.58042 -0.16 0.31 0.51
C 7.14000 11.47684 7.23151 0.41 -0.55 0.87
H 9.42496 9.40821 1.48996 0.27 -0.14 0.18
H 8.95874 9.34126 3.24975 0.25 -0.13 -0.09
H 8.62473 10.78332 2.27455 0.10 -0.17 -0.04
H 6.54897 9.00876 3.68660 0.15 0.15 0.05
H 5.53212 8.76676 2.27217 0.32 -0.38 0.08
H 4.90859 10.90425 3.07669 0.03 -0.35 0.13
H 5.65628 10.98458 1.51905 0.37 0.17 -0.03
H 7.61454 12.64099 4.61531 0.08 -0.01 -0.26
H 7.77131 10.92172 4.73366 -0.21 -0.29 -0.42
H 5.29438 10.84875 5.39267 0.38 -0.12 0.16
H 5.16759 12.44062 4.77003 -0.05 0.47 0.65
H 8.15215 11.64319 6.85121 -0.04 -0.06 -0.04
H 6.91899 10.39769 7.22943 -0.19 0.13 -0.60
H 7.15319 11.68576 8.30472 -0.12 0.54 -0.15
```
Positions in Å, forces in eV/Å.



(2)
ORCA calculation (ωB97M-V with the def2-TZVPD basis set) on 2 unconnected molecules or ions with the total composition C4H6O2 in a non-equilibrium geometry.

The value obtained for the energy is -306.2533 hartree. For the orbital gap (alpha / beta), the calculation gives 7.988 / 7.483 eV. The calculation puts the HOMO energy (alpha / beta) at -7.21 / -6.70 eV. The calculation puts the LUMO energy (alpha / beta) at 0.029 / 0.029 hartree. The calculation puts the energy relative to the best compared isomer or geometry (same formula, charge and spin) at 158.76 kcal per mole.

Structure (XYZ):
```
12
Properties=species:S:1:pos:R:3:forces:R:3
C -1.05687 -0.95211 -2.24846 -1.09 -2.40 -1.05
C -0.47198 0.05294 -2.07378 1.24 2.84 0.58
C -0.87371 -0.15739 1.82190 -0.13 -1.20 -0.41
C 1.03451 0.16388 0.47587 1.34 1.54 1.26
O 2.21809 0.88173 0.45301 -0.79 0.79 1.53
O 0.23493 0.43916 1.48284 1.77 0.92 -0.62
H -1.48941 -1.86262 -2.60887 -0.06 0.19 0.37
H 0.03512 0.97656 -1.83260 -0.35 -0.53 -0.27
H -1.51789 0.27191 2.50192 -0.69 1.24 1.39
H -1.23489 -0.85164 1.14249 -0.69 -1.35 -1.10
H 0.93164 -0.46706 -0.35258 -0.70 -1.04 -0.36
H 2.19044 1.50463 1.23823 0.14 -1.00 -1.31
```
Positions in Å, forces in eV/Å.



(3)
ORCA calculation (ωB97M-V with the def2-TZVPD basis set) on a molecular structure, CHNO3S in a non-equilibrium geometry.

The value obtained for the energy is -717.0684 hartree. For the orbital gap (alpha / beta), the calculation gives 6.103 / 6.096 eV. The calculation puts the HOMO energy (alpha / beta) at -9.73 / -9.73 eV. The calculation puts the LUMO energy (alpha / beta) at -0.133 / -0.134 hartree. The calculation puts the energy relative to the best compared isomer or geometry (same formula, charge and spin) at 187.46 kcal per mole.

Structure (XYZ):
```
7
Properties=species:S:1:pos:R:3:forces:R:3
C -0.22535 1.12246 0.07376 -2.15 1.90 3.39
N -0.13627 -0.24226 -1.21248 1.53 -1.82 2.04
O -1.10285 0.12405 -0.33486 0.28 0.42 -0.75
O 0.72705 0.73416 -0.70856 1.13 -0.95 -2.47
O 0.91908 -1.71878 0.50622 1.32 3.15 -1.68
S -0.40256 2.29415 1.14586 0.15 -0.66 -0.63
H 0.22091 -2.31379 0.53005 -2.26 -2.05 0.10
```
Positions in Å, forces in eV/Å.



(4)
ORCA calculation (ωB97M-V with the def2-TZVPD basis set) on 2 unconnected molecules or ions with the total composition C2H4O2S in a non-equilibrium geometry.

The structure (SMILES) is CC=O.O=S. The value obtained for the energy is -627.1643 hartree. For the orbital gap (alpha / beta), the calculation gives 7.695 / 7.816 eV. The calculation puts the HOMO energy (alpha / beta) at -9.43 / -9.51 eV. The calculation puts the LUMO energy (alpha / beta) at -0.064 / -0.062 hartree. The calculation puts the energy relative to the best compared isomer or geometry (same formula, charge and spin) at 75.22 kcal per mole.

Structure (XYZ):
```
9
Properties=species:S:1:pos:R:3:forces:R:3
C 1.37765 0.38418 -0.33278 1.33 -1.06 2.23
C 0.42278 -0.74699 -0.02177 2.37 1.59 -0.74
O 0.47534 -1.81293 -0.56080 -0.63 -0.55 0.05
H 1.22980 0.70334 -1.29039 -0.48 1.16 -2.67
H 2.38563 -0.08462 -0.30652 -0.93 0.78 -0.20
H 1.36241 1.22455 0.40313 -0.24 -0.71 -0.61
H -0.13855 -0.39555 0.79408 -2.13 -0.73 1.56
O 3.74416 -0.83513 0.62826 0.56 0.10 0.51
S 4.06518 -2.22067 0.24644 0.15 -0.58 -0.12
```
Positions in Å, forces in eV/Å.



(5)
ORCA calculation (ωB97M-V with the def2-TZVPD basis set) on C12H10ClOP in the gas phase in a non-equilibrium geometry.

The structure (SMILES) is Cl[C@@H]1CCC=C2OP=c3ccccc3=C21. The value obtained for the energy is -1339.9232 hartree. For the orbital gap (alpha / beta), the calculation gives 6.071 / 6.470 eV. The calculation puts the HOMO energy (alpha / beta) at -7.12 / -7.31 eV. The calculation puts the LUMO energy (alpha / beta) at -0.038 / -0.031 hartree. The calculation puts the energy relative to the best compared isomer or geometry (same formula, charge and spin) at 44.81 kcal per mole.

Structure (XYZ):
```
25
Properties=species:S:1:pos:R:3:forces:R:3
Cl 2.06297 -1.30596 1.46825 -0.20 -0.38 0.16
C 1.56748 -0.75667 -0.15840 0.52 1.93 -1.11
C 2.69026 0.09123 -0.74988 0.79 1.43 -1.86
C 2.90641 1.32081 0.07404 0.96 1.23 -0.39
C 1.71584 2.29099 0.18705 0.00 0.36 0.30
C 0.47091 1.85592 0.07409 0.51 -4.88 -0.28
O -0.63131 2.66268 0.24461 1.01 -0.53 -0.39
P -2.15982 2.14302 0.28193 -0.40 -1.01 0.37
C -2.09028 0.40893 0.26430 0.01 2.03 -0.44
C -3.40486 -0.12716 0.30660 0.20 -1.07 -1.22
C -3.64579 -1.44738 0.00455 2.20 1.25 1.69
C -2.49484 -2.31846 0.10222 -0.87 -0.41 -1.24
C -1.25945 -1.79688 -0.00696 2.47 -3.35 0.61
C -0.95831 -0.40253 -0.02906 0.01 -0.75 0.57
C 0.30097 0.06094 -0.12175 0.41 4.30 0.57
H 1.54205 -1.56144 -0.83669 -0.79 -1.56 -0.23
H 2.55825 0.46162 -1.82011 -0.92 -0.83 1.08
H 3.71689 -0.32189 -0.87689 -0.95 -0.80 0.68
H 3.85746 1.72627 -0.35671 -1.00 0.60 0.48
H 3.22070 0.88144 1.00287 -0.01 0.59 1.08
H 1.71962 3.36248 0.47523 0.90 -0.67 -0.31
H -4.04331 0.71113 0.39982 -1.91 -0.01 0.12
H -4.52481 -1.98480 -0.09329 -2.12 -0.10 -0.08
H -2.75399 -3.41212 0.10434 0.87 1.16 0.10
H -0.36303 -2.54217 0.05986 -1.68 1.48 -0.25
```
Positions in Å, forces in eV/Å.



(6)
ORCA calculation (ωB97M-V with the def2-TZVPD basis set) on a gas-phase ion, C5H8N (charge +1) in a non-equilibrium geometry.

Its net charge is +1. The structure (SMILES) is C[N+]1=CC12CC2. The value obtained for the energy is -249.6453 hartree. For the orbital gap, the calculation gives 10.291 eV. The calculation puts the HOMO energy at -14.96 eV. The calculation puts the LUMO energy at -0.171 hartree. The calculation puts the energy relative to the best compared isomer or geometry (same formula, charge and spin) at 112.84 kcal per mole.

Structure (XYZ):
```
14
Properties=species:S:1:pos:R:3:forces:R:3
C -1.98372 0.55734 0.02922 -0.68 1.97 2.07
N -0.93052 -0.34578 0.07188 2.03 0.88 -0.63
C -0.48822 -1.49793 0.04195 -0.48 -1.56 -0.26
C 0.55493 -0.45407 -0.03079 0.51 -0.44 -0.62
C 1.64291 0.11796 0.74686 -3.61 4.94 -0.33
C 1.73055 0.23648 -0.74009 -0.89 -2.73 -1.14
H -1.56479 1.56535 0.40903 -1.19 -1.68 -0.03
H -2.30115 0.76470 -0.95013 -0.27 -0.04 -1.60
H -2.81612 0.06885 0.56933 0.21 0.94 0.05
H -1.06428 -2.44466 0.02280 1.05 0.22 0.03
H 1.22147 1.15885 1.14061 1.44 -2.27 -0.16
H 2.17481 -0.46025 1.37805 2.15 -1.60 1.75
H 2.36474 -0.36212 -1.40740 -0.07 -0.16 0.82
H 1.45940 1.09530 -1.28131 -0.19 1.53 0.05
```
Positions in Å, forces in eV/Å.



(7)
ORCA calculation (ωB97M-V with the def2-TZVPD basis set) on a molecular structure, C8H7O6Tc in a non-equilibrium geometry.

Its expectation value of S² is 3.772. Its net charge is +3. As for the spin multiplicity: 4. The value obtained for the energy is -839.8721 hartree. For the orbital gap (alpha / beta), the calculation gives 8.614 / 6.362 eV. The calculation puts the HOMO energy (alpha / beta) at -22.99 / -22.97 eV. The calculation puts the LUMO energy (alpha / beta) at -0.528 / -0.610 hartree. The calculation puts the energy relative to the best compared isomer or geometry (same formula, charge and spin) at 16.76 kcal per mole.

Structure (XYZ):
```
22
Properties=species:S:1:pos:R:3:forces:R:3
O 0.45841 -2.87495 1.97461 -0.64 2.09 -1.51
C 0.18948 -1.98209 1.31946 0.59 -3.28 1.49
Tc -0.95412 -0.03874 -1.54618 -3.05 -3.18 0.17
C 0.22919 0.93859 -0.43669 4.85 4.57 3.42
O 0.97883 1.65288 0.12817 -4.03 -3.97 -2.88
C -0.89861 1.53713 -2.78513 1.50 7.85 -4.61
O -0.73568 2.50963 -3.40915 -1.05 -5.20 3.10
C -2.39917 0.31220 -0.18689 -5.31 1.86 5.20
O -3.19425 0.57619 0.62930 4.28 -1.55 -4.39
C 0.55133 -1.18486 -2.06951 6.33 -3.75 -2.39
O 1.50037 -1.75786 -2.41804 -4.57 2.52 1.76
H -0.88475 -1.28416 -0.22457 0.67 1.28 -0.37
C 2.88309 -0.65843 3.05911 -0.24 -0.81 0.21
C 1.62268 0.17174 3.03996 -0.76 -0.73 -0.98
C 1.59353 1.43062 3.82397 -0.91 0.51 0.63
O 0.57528 -0.07623 2.40235 1.97 0.83 1.45
H 3.35793 -0.52991 4.04668 -0.16 0.00 -0.47
H 3.56701 -0.29948 2.27541 -0.14 0.20 0.12
H 2.66569 -1.72179 2.87238 0.04 0.40 0.04
H 1.75637 2.26585 3.14551 0.07 0.17 -0.19
H 0.60045 1.53450 4.28172 0.23 0.17 -0.06
H 2.36462 1.39316 4.57322 0.33 0.03 0.27
```
Positions in Å, forces in eV/Å.



(8)
ORCA calculation (ωB97M-V with the def2-TZVPD basis set) on 2 unconnected molecules or ions with the total composition CH2N2O3S in a non-equilibrium geometry.

Its net charge is -2. The value obtained for the energy is -772.6425 hartree. For the orbital gap (alpha / beta), the calculation gives 6.217 / 6.216 eV. The calculation puts the HOMO energy (alpha / beta) at 0.46 / 0.46 eV. The calculation puts the LUMO energy (alpha / beta) at 0.245 / 0.245 hartree. The calculation puts the energy relative to the best compared isomer or geometry (same formula, charge and spin) at 27.79 kcal per mole.

Structure (XYZ):
```
9
Properties=species:S:1:pos:R:3:forces:R:3
C 1.98797 0.61426 -0.05163 0.81 -0.59 0.51
N 0.80210 0.06645 0.63152 -1.87 -1.65 -1.15
N -2.21441 0.11872 -0.72293 3.27 1.64 -0.94
O 2.60996 -0.16496 -0.81490 -0.18 -0.07 -0.54
O 2.39647 1.72705 0.35160 -0.67 0.13 -0.11
O -0.76018 -1.89877 0.96670 0.67 0.60 -1.00
S -0.09686 -1.05502 -0.09321 0.30 1.73 2.24
H -1.78706 0.82139 -0.08057 -0.38 -0.35 -0.66
H -2.93800 -0.22912 -0.18658 -1.95 -1.43 1.65
```
Positions in Å, forces in eV/Å.